[1]
277
Properties=species:S:1:pos:R:3:mulliken_charge:R:1 method="wB97M-V/def2-TZVPD" lumo_ev=0.140 homo_lumo_gap_ev=9.14 molar_mass_g_mol=1701.56
C 2.79957 1.28861 2.85098 -0.741
C 2.04583 1.93748 4.03125 0.108
C 1.06644 2.97871 3.54212 -1.077
O 1.79087 4.11642 3.04088 -0.557
C 0.80875 4.97785 2.50683 -0.786
N 1.28692 0.89802 4.81673 -0.260
H 3.79639 0.98395 3.19718 0.397
H 2.97825 2.04014 2.08100 0.148
H 2.20097 0.47266 2.46851 -0.330
H 2.76560 2.44730 4.75377 0.335
H 0.41597 3.36096 4.25855 1.166
H 0.58081 2.48000 2.69357 0.208
H -0.12623 4.70806 2.92837 0.233
H 0.70701 4.85499 1.42795 0.231
H 1.01866 6.04447 2.57918 0.472
H 1.91198 0.17010 5.11964 0.161
H 0.94881 1.32332 5.68071 0.262
C 4.22678 4.92107 -2.37974 -1.097
C 5.08009 5.00372 -3.63382 0.596
C 6.28471 4.15086 -3.65487 -1.183
O 5.93029 2.80841 -3.62634 0.113
C 6.98130 1.83509 -3.49030 -0.775
N 4.34661 4.84567 -4.87444 -0.297
H 3.35397 5.64391 -2.42976 0.211
H 4.72288 5.10674 -1.42269 0.533
H 3.74247 3.95252 -2.35822 -0.127
H 5.49272 6.01122 -3.57060 0.285
H 6.92759 4.30592 -2.73396 0.376
H 6.94510 4.40817 -4.49993 0.413
H 7.68090 1.91859 -4.32310 0.302
H 6.48852 0.87803 -3.59840 0.087
H 7.60523 1.96156 -2.63130 0.345
H 4.86405 5.03234 -5.69967 0.262
H 3.47279 5.37328 -5.02259 0.046
C -1.43643 2.16029 -4.71909 -1.631
C -2.53005 1.24045 -4.18574 2.390
C -3.62697 2.11142 -3.54623 -0.739
O -4.61246 1.21444 -3.00034 -0.621
C -4.09753 0.50135 -1.86911 0.965
N -3.23009 0.56561 -5.27457 -0.739
H -1.21605 2.95245 -4.04023 0.138
H -1.77282 2.59986 -5.66389 0.407
H -0.45712 1.65096 -4.95730 0.207
H -2.09810 0.57478 -3.42421 -1.031
H -4.13568 2.53352 -4.40583 0.694
H -3.25773 2.80646 -2.74526 -0.180
H -3.31802 -0.27928 -1.98868 -0.470
H -5.01355 0.02870 -1.49154 0.273
H -3.74209 1.32583 -1.23046 -0.389
H -2.61382 0.12043 -5.94596 0.265
H -3.89635 -0.10315 -4.88343 0.353
C 5.37751 -3.37906 -1.51781 -1.647
C 4.58926 -4.66761 -1.47984 -0.315
C 4.41234 -5.14972 -0.07768 0.486
O 5.64395 -5.40809 0.51970 -0.522
C 5.43090 -5.97876 1.89394 0.190
N 3.26909 -4.48130 -2.04805 -0.169
H 5.43138 -2.88229 -2.46390 0.686
H 6.37513 -3.50714 -1.10122 0.463
H 4.75528 -2.69521 -0.97301 0.080
H 5.11648 -5.46870 -2.00065 0.444
H 3.79111 -6.07571 -0.01596 0.366
H 3.89370 -4.35697 0.45790 -0.369
H 4.48354 -6.44737 1.94221 -0.249
H 5.47697 -5.07875 2.55694 -0.042
H 6.20898 -6.71572 2.18977 0.300
H 3.36104 -3.92253 -2.88995 0.138
H 2.83774 -5.36403 -2.37294 0.258
C 5.45948 0.70962 -0.21418 -0.629
C 6.77588 1.57637 0.22508 0.780
C 6.46231 2.43004 1.43165 -0.971
O 5.55297 3.46109 0.98197 -0.113
C 5.06540 4.24123 2.07033 -0.772
N 7.85626 0.65070 0.59409 -0.658
H 5.84708 -0.10814 -0.76009 0.595
H 4.73953 1.30289 -0.74346 0.113
H 5.11123 0.32398 0.74708 -0.162
H 6.98554 2.25294 -0.60605 -0.210
H 7.33496 2.88643 1.83014 0.506
H 5.96892 1.77599 2.19695 0.204
H 4.60677 3.63191 2.84458 0.288
H 4.43789 5.01425 1.61719 0.120
H 5.97914 4.61280 2.54789 0.386
H 7.84948 -0.02569 -0.13023 0.296
H 8.72685 1.12315 0.51825 0.272
C -1.73084 -6.41273 0.01664 -0.048
C -2.63761 -7.63948 0.02783 1.050
C -4.05416 -7.10367 0.32046 -1.385
O -4.09024 -6.34983 1.55781 -0.292
C -4.05300 -7.26578 2.67064 -0.688
N -2.71277 -8.37541 -1.18494 -0.795
H -1.91379 -5.96121 0.98736 -0.122
H -1.99059 -5.70417 -0.80327 -0.269
H -0.67674 -6.67002 -0.05362 0.507
H -2.39690 -8.36935 0.81644 -0.388
H -4.68426 -7.99766 0.34375 0.345
H -4.43954 -6.48443 -0.48416 0.585
H -3.47019 -8.15735 2.37323 0.262
H -5.01188 -7.63328 3.15609 0.268
H -3.53307 -6.76651 3.47257 0.288
H -1.77764 -8.80299 -1.35227 0.342
H -2.91804 -7.76382 -1.99372 0.281
C -5.09030 -3.11684 0.81311 -1.470
C -4.02862 -2.37262 0.05626 1.086
C -2.63999 -2.69759 0.50775 2.065
O -2.37570 -2.08212 1.69474 -0.714
C -1.00083 -2.48537 2.03634 -0.209
N -4.03900 -2.68015 -1.40625 -0.126
H -4.93607 -4.16000 0.68492 0.086
H -6.13737 -2.91237 0.61652 0.469
H -5.07925 -2.98559 1.90153 0.212
H -4.09468 -1.30446 0.14919 -0.883
H -1.93037 -2.26917 -0.24114 -0.624
H -2.46760 -3.71185 0.70141 -0.315
H -0.87197 -2.34890 3.09986 -0.311
H -0.29393 -1.87809 1.51800 -0.047
H -0.85030 -3.48670 1.81728 0.381
H -4.88442 -2.32065 -1.89227 0.279
H -3.94241 -3.71657 -1.53989 0.040
C -0.39743 3.70661 -7.74633 -1.515
C -0.22877 5.03727 -6.89010 0.708
C 1.13097 5.00463 -6.19902 0.121
O 1.34286 6.05554 -5.35383 -0.551
C 0.77093 5.96076 -4.12222 -0.360
N -0.48202 6.22896 -7.69267 -0.663
H -0.22659 2.76871 -7.19093 0.319
H 0.29162 3.79083 -8.60021 0.507
H -1.40627 3.61348 -8.17656 0.345
H -1.03946 4.97769 -6.14809 -0.107
H 1.92761 5.01754 -6.95813 0.417
H 1.15888 3.99118 -5.71125 -0.271
H -0.31700 5.69883 -4.17973 0.148
H 0.98344 6.90599 -3.64580 0.466
H 1.22315 5.18303 -3.61237 0.014
H -0.08048 7.07289 -7.28589 0.278
H -0.03795 6.14149 -8.58314 0.286
C 1.64291 -3.00259 4.78075 -0.471
C 3.10266 -2.97880 4.78437 -0.061
C 3.68383 -2.80949 3.32320 1.463
O 5.04763 -2.99628 3.50402 -0.583
C 5.91381 -2.43214 2.51478 -0.202
N 3.56563 -1.79006 5.59117 -0.543
H 1.30324 -3.35838 5.76731 0.603
H 1.36224 -3.84410 4.10438 0.010
H 1.20157 -2.03802 4.55794 -0.550
H 3.42639 -3.96341 5.16212 0.380
H 3.45059 -1.88667 2.86054 -0.591
H 3.21139 -3.62105 2.69541 -0.392
H 5.69475 -1.35016 2.40388 0.214
H 5.87082 -3.01922 1.58012 -0.140
H 6.94731 -2.60903 2.89928 0.312
H 3.54490 -2.05095 6.58832 0.255
H 4.56184 -1.67090 5.40475 0.253
C -5.67338 6.89421 4.41498 -1.732
C -5.10173 6.11842 3.25063 0.577
C -3.62270 6.09889 3.25098 -0.039
O -3.22466 7.46369 3.17984 -0.460
C -1.84695 7.63408 3.48712 -0.289
N -5.61856 4.78148 3.18601 -0.144
H -5.54549 7.93540 4.37238 0.441
H -5.19253 6.53400 5.36634 0.302
H -6.76511 6.77039 4.48349 0.463
H -5.40940 6.64729 2.34479 -0.071
H -3.30255 5.44758 2.42099 -0.202
H -3.23569 5.61502 4.17191 0.577
H -1.32304 6.80882 3.06022 -0.167
H -1.74947 7.72033 4.56880 0.360
H -1.53247 8.54025 2.96657 0.289
H -6.35945 4.70387 3.84317 0.312
H -4.90195 4.10346 3.34176 -0.225
C 0.37725 2.12300 -0.49164 0.120
C -0.58064 0.99280 -0.60163 0.720
C 0.08178 -0.33054 -0.92724 0.948
O 0.99162 -0.54397 0.15342 2.116
C 1.68924 -1.77740 0.06333 -0.033
N -1.28887 0.98112 0.70086 1.018
H 0.00758 3.10764 -0.17900 -0.896
H 0.86908 2.33431 -1.43169 0.096
H 1.09162 1.80126 0.24406 -0.430
H -1.29741 1.09286 -1.44170 -0.221
H 0.65265 -0.32238 -1.87596 0.017
H -0.60759 -1.18240 -0.92675 -1.318
H 2.24979 -1.86655 -0.88921 -0.071
H 0.96484 -2.61475 0.08248 0.179
H 2.41039 -1.77458 0.87207 -1.073
H -0.60698 0.83906 1.42368 -0.631
H -1.87407 0.13303 0.78916 -0.553
C -6.24802 0.41677 1.41825 0.652
C -6.60949 -0.45894 2.67876 -0.671
C -7.18014 0.54277 3.69653 -0.425
S -8.41456 1.38488 2.69213 1.059
O -9.00486 2.55040 3.31185 -0.705
O -9.32392 0.38507 2.15835 -0.670
C -7.14585 1.70710 1.37612 -0.418
H -6.36955 -0.16680 0.51039 0.117
H -5.23120 0.76307 1.43554 -0.279
H -5.70736 -0.93247 3.00974 0.201
H -7.33468 -1.26284 2.45128 0.413
H -6.48503 1.28378 4.02521 -0.054
H -7.63956 0.09957 4.59493 0.596
H -6.63415 2.62329 1.74958 -0.284
H -7.64343 1.90114 0.39645 0.551
C 0.00958 -3.40093 -3.16230 0.824
C -0.85766 -2.42637 -4.02789 -0.231
C -2.21062 -3.05013 -4.07341 0.605
S -1.92685 -4.84378 -4.22637 1.047
O -1.99090 -5.29103 -5.58218 -0.778
O -2.74534 -5.42548 -3.18419 -0.530
C -0.18731 -4.83311 -3.74702 -1.110
H -0.39348 -3.38027 -2.15241 -0.592
H 1.04237 -3.13637 -3.08500 0.051
H -0.41758 -2.34788 -4.98516 0.628
H -0.81660 -1.43262 -3.52319 -0.578
H -2.72130 -2.71023 -4.98327 0.580
H -2.80042 -2.70374 -3.16137 -0.874
H 0.31360 -4.79141 -4.71053 0.478
H 0.14552 -5.65660 -3.17384 0.594
C -0.28105 -8.82983 3.55013 -1.065
C 0.25751 -9.70990 2.39503 -0.341
C 1.62720 -9.15522 1.93872 -1.042
S 1.61457 -7.40914 2.55006 0.968
O 1.95850 -6.46543 1.50951 -0.244
O 2.36284 -7.45952 3.75823 -0.750
C -0.09760 -7.39353 3.10186 0.412
H 0.28042 -9.08847 4.43972 0.368
H -1.32936 -8.86925 3.74288 0.474
H -0.32024 -9.49570 1.50995 0.013
H 0.29083 -10.76763 2.58619 0.473
H 1.84265 -9.15063 0.85105 0.432
H 2.47308 -9.64940 2.44466 0.393
H -0.84884 -7.16394 2.33301 -0.690
H -0.18096 -6.55859 3.78225 0.599
C 3.37396 1.78714 -5.68568 -0.364
C 2.61114 1.75289 -4.25960 1.634
C 3.32756 0.67181 -3.55205 2.306
S 3.64501 -0.63692 -4.64319 1.194
O 2.57097 -1.59621 -4.60620 -0.596
O 4.98979 -1.08277 -4.33624 -0.732
C 3.52405 0.31924 -6.16237 -1.160
H 4.34456 2.15507 -5.33464 -0.086
H 2.91938 2.36539 -6.45067 0.546
H 1.53450 1.55817 -4.38152 -1.016
H 2.73165 2.79098 -3.83030 -0.541
H 2.65627 0.29953 -2.77937 -0.698
H 4.30672 1.00237 -3.14835 -1.307
H 2.57979 -0.04848 -6.54526 0.417
H 4.41616 0.05938 -6.75445 0.454
C -4.33379 4.21029 -0.18147 0.390
C -4.54728 5.57762 -0.89116 -1.091
C -3.35942 6.51016 -0.69106 -0.753
S -1.96366 5.30944 -0.84854 0.731
O -0.75614 5.74839 -0.16865 -0.642
O -1.95922 4.92132 -2.24832 -0.495
C -2.83215 3.93810 -0.01130 0.081
H -4.76283 3.42741 -0.73721 0.354
H -4.82306 4.19065 0.80145 -0.277
H -5.48619 6.00519 -0.57135 0.495
H -4.57519 5.39405 -1.98260 0.333
H -3.26374 6.98711 0.28420 0.296
H -3.29114 7.20457 -1.53437 0.543
H -2.40354 4.08067 1.01005 0.040
H -2.28130 3.07330 -0.38250 -0.256
C -1.85112 -0.46372 5.29820 0.264
C -2.04697 0.21140 6.60804 -0.481
C -3.31322 1.02331 6.44156 -1.071
S -3.17545 1.79430 4.79998 1.207
O -2.40484 2.98689 4.95983 -0.688
O -4.49455 1.80298 4.17680 -0.537
C -2.14386 0.53110 4.15793 1.890
H -2.56556 -1.28176 5.21902 0.419
H -0.80871 -0.77770 5.10533 -0.608
H -1.22637 0.90869 6.82452 0.116
H -1.94952 -0.48962 7.43217 0.476
H -3.31538 1.81774 7.17552 0.544
H -4.29168 0.54450 6.56223 0.277
H -1.23019 1.00390 3.84204 -1.354
H -2.61408 0.08950 3.28457 -0.485


[2]
135
Properties=species:S:1:pos:R:3:mulliken_charge:R:1 method="wB97M-V/def2-TZVPD" lumo_ev=0.379 homo_lumo_gap_ev=2.64 molar_mass_g_mol=1063.26 total_charge=-1
C 5.29640 -4.74413 1.41687 -1.186
C 4.89046 -3.53782 2.25375 -0.534
N 3.73804 -2.84474 1.64839 0.289
C 2.62506 -2.72059 2.64297 -1.063
C 1.31011 -2.27231 2.04094 0.132
C 0.16084 -2.14623 3.01428 -0.025
S 0.49596 -0.85302 4.28727 -0.348
C -1.03800 -1.58144 2.26824 -0.628
C -1.60100 -2.57207 1.23790 -0.789
C -3.11280 -2.76702 1.26430 0.985
C -3.60406 -3.21753 2.64156 -1.636
C -3.50026 -3.84038 0.22433 -1.588
C 4.10654 -1.52891 1.20610 0.573
C 3.62388 -1.15952 -0.16797 -1.180
O 4.78987 -0.77629 1.85983 -0.597
H 5.48788 -4.46426 0.38299 0.281
H 4.49598 -5.48432 1.43310 0.239
H 6.18115 -5.21942 1.84473 0.416
H 4.62521 -3.88757 3.25205 0.386
H 5.73713 -2.86413 2.38440 0.459
H 2.47029 -3.70758 3.07748 0.337
H 2.95671 -2.06047 3.44854 0.317
H 1.44754 -1.35079 1.42481 -0.554
H 1.03675 -3.05824 1.32832 0.263
H 1.82228 -0.67050 4.33060 0.040
H -1.81139 -1.32321 2.99592 0.631
H -0.78575 -0.62447 1.75696 -0.105
H -1.11687 -3.54437 1.35826 0.209
H -1.33953 -2.21461 0.23520 0.270
H -3.63298 -1.83838 1.01318 0.207
H -2.97162 -4.01135 3.03890 0.277
H -4.61887 -3.61766 2.55460 0.466
H -3.65244 -2.40233 3.36089 0.432
H -4.49342 -3.68132 -0.19167 0.416
H -2.75816 -3.86321 -0.57473 0.398
H -3.45766 -4.81714 0.70869 0.288
H 2.65826 -1.60944 -0.37579 0.289
H 4.34276 -1.52434 -0.90296 0.388
H 3.55867 -0.07580 -0.23537 0.291
C -6.36039 -9.42222 -2.70149 -0.498
C -5.92280 -10.55042 -3.38760 -0.447
C -4.65822 -11.06096 -3.15169 -0.598
C -3.82024 -10.44059 -2.23293 0.217
C -4.25508 -9.30061 -1.55577 0.187
C -5.52916 -8.79815 -1.78764 -0.536
C -3.36574 -8.59507 -0.58672 0.484
O -3.74096 -7.61454 0.01464 -0.643
C -1.99009 -9.13465 -0.38824 0.283
C -1.12445 -8.45947 0.46359 -0.693
C 0.15559 -8.94415 0.66990 -0.592
C 0.57268 -10.10814 0.03263 -0.475
C -0.28479 -10.78251 -0.81978 -0.615
C -1.56731 -10.29496 -1.04002 0.314
C -2.46520 -11.01704 -1.98447 0.552
O -2.11034 -12.03601 -2.53972 -0.678
H -7.35154 -9.02811 -2.88403 0.398
H -6.57189 -11.03132 -4.10776 0.393
H -4.30568 -11.93960 -3.67391 0.465
H -5.85146 -7.91754 -1.24904 0.511
H -1.46188 -7.55592 0.95289 0.632
H 0.83044 -8.41284 1.32774 0.470
H 1.57282 -10.48613 0.19939 0.384
H 0.02880 -11.68515 -1.32563 0.467
C 0.08158 2.10716 0.30070 -0.440
C -0.52331 3.29748 0.68933 -0.509
C -1.44713 3.90916 -0.14097 -0.667
C -1.76352 3.33928 -1.36850 0.367
C -1.14116 2.15043 -1.76584 0.013
C -0.22660 1.53380 -0.92185 -0.834
C -1.42938 1.53839 -3.09211 0.757
O -0.90023 0.50692 -3.44623 -0.696
C -2.38978 2.24887 -3.98999 0.170
C -2.63323 1.73428 -5.25612 -0.708
C -3.51711 2.37632 -6.10515 -0.506
C -4.16713 3.53439 -5.69201 -0.537
C -3.92578 4.05319 -4.43225 -0.698
C -3.03284 3.41569 -3.57924 0.470
C -2.76271 4.01109 -2.23819 0.486
O -3.32636 5.03084 -1.88803 -0.688
H 0.78954 1.62365 0.96175 0.465
H -0.27450 3.74387 1.64419 0.601
H -1.93192 4.83004 0.15317 0.520
H 0.23751 0.60695 -1.22998 0.621
H -2.11925 0.83396 -5.56285 0.483
H -3.70121 1.97602 -7.09377 0.405
H -4.86071 4.03311 -6.35669 0.397
H -4.41958 4.95471 -4.09651 0.487
C 1.27990 2.05214 7.43469 -0.868
C 0.72541 1.93508 6.16572 -0.269
C 0.56897 3.06377 5.37728 -1.006
C 0.95330 4.31030 5.85105 0.458
C 1.49712 4.42827 7.13642 0.355
C 1.66432 3.29254 7.91975 -0.569
C 1.88842 5.74966 7.68818 0.602
O 2.36768 5.86690 8.79797 -0.692
C 1.66709 6.95392 6.82915 0.206
C 1.98040 8.20947 7.33549 -0.592
C 1.79431 9.33685 6.55470 -0.444
C 1.29940 9.21536 5.26039 -0.485
C 0.98292 7.96744 4.75266 -0.499
C 1.15958 6.83351 5.53592 0.069
C 0.78706 5.49850 4.97371 0.475
O 0.36168 5.40664 3.84072 -0.647
H 1.41016 1.16839 8.04569 0.425
H 0.41354 0.97912 5.75991 0.613
H 0.14829 2.97461 4.38509 0.666
H 2.09390 3.39566 8.90674 0.469
H 2.36792 8.28624 8.34196 0.464
H 2.03587 10.31401 6.95257 0.387
H 1.15923 10.09743 4.64904 0.394
H 0.59468 7.85516 3.74979 0.498
C -0.04851 6.85484 -2.32611 -0.426
C 1.06261 7.65999 -2.10080 -0.603
C 2.16648 7.57345 -2.93258 -0.687
C 2.17085 6.67116 -3.98923 0.523
C 1.06196 5.84940 -4.20492 -0.064
C -0.04721 5.95431 -3.37651 -0.307
C 1.04922 4.84155 -5.30212 0.494
O 0.08716 4.13023 -5.49488 -0.603
C 2.26959 4.72966 -6.15387 0.086
C 2.30585 3.76380 -7.15164 -0.515
C 3.42317 3.64847 -7.96004 -0.547
C 4.50695 4.50143 -7.77955 -0.455
C 4.47722 5.46281 -6.78433 -0.580
C 3.36200 5.57678 -5.96355 0.213
C 3.36399 6.60250 -4.87855 0.535
O 4.30760 7.34986 -4.72879 -0.682
H -0.91574 6.92263 -1.68168 0.422
H 1.06612 8.35653 -1.27277 0.408
H 3.03489 8.19683 -2.77080 0.481
H -0.90598 5.32438 -3.56095 0.546
H 1.45473 3.10926 -7.27944 0.507
H 3.45256 2.89180 -8.73306 0.395
H 5.37813 4.41135 -8.41518 0.394
H 5.31395 6.12949 -6.62830 0.471